Run A
Here is 2 unconnected molecules or ions with the total composition C2H9N4 from OMol25. Energies are from ωB97M-V/def2-TZVPD.

Last column: Mulliken charge in e.
Cartesian coordinates (Å):
C: 1.35 -0.72 0.38  0.1162
C: -2.83 -0.15 -0.45  -0.1533
N: 2.70 -0.81 0.06  -0.4321
N: 0.52 0.27 0.27  0.0543
N: -2.11 0.03 0.59  -0.4002
N: 0.73 1.45 -0.39  -0.5753
H: 0.97 -1.64 0.64  0.3397
H: -2.43 -0.38 -1.46  0.2533
H: -3.97 -0.05 -0.32  0.2352
H: 3.08 -0.22 -0.61  0.2128
H: 2.89 -1.81 0.03  0.2766
H: -0.67 0.06 0.40  0.4490
H: -2.53 0.38 1.37  0.1795
H: 0.57 2.16 0.19  0.2341
H: 1.74 1.44 -0.70  0.2103

Charge: +1
Orbital gap in eV: 10.413

=====

Run B
Here is a molecular structure, C2H9N4 from OMol25. Energies are from ωB97M-V/def2-TZVPD.

Last column: Mulliken charge in e.
Cartesian coordinates (Å):
C: 1.15 0.94 -0.33  0.1368
C: 1.31 -0.48 -0.11  0.2477
N: 0.06 -0.06 -0.79  -0.4881
N: 2.04 -1.48 0.22  -0.5358
N: 0.72 1.66 0.85  -0.5461
N: -2.17 -0.65 0.19  -0.6307
H: 1.75 1.45 -1.11  0.3661
H: 0.07 -0.03 -1.78  0.2531
H: 1.62 -2.40 0.01  0.2688
H: -3.03 -0.31 -0.23  0.3355
H: 1.25 1.48 1.60  0.2195
H: 0.68 2.64 0.75  0.2382
H: -1.95 -0.88 1.15  0.3482
H: -1.17 -0.24 -0.28  0.4305
H: -2.34 -1.63 -0.14  0.3562

Charge: +1
Orbital gap in eV: 10.922

=====

Least stable: run B